C4H5FS2 in the gas phase at a distorted geometry. Source: OMol25; level of theory: wB97M-V/def2-TZVPD.

Properties
LUMO level: -0.07 eV
Orbital gap: 8.662 eV
SMILES: CC(=S)S/C=C/F
Calculated total energy: -1051.60395 Ha

Element x y z (Å)
1 C 0.940 1.067 0.228
2 C 1.614 -0.247 -0.005
3 C -1.030 -1.030 0.364
4 C -1.809 -0.550 -0.578
5 H 1.686 1.851 0.122
6 H 0.134 1.262 -0.491
7 H 0.541 1.136 1.235
8 H -1.283 -0.821 1.372
9 H -1.627 -0.562 -1.612
10 F -2.982 -0.029 -0.299
11 S 3.174 -0.428 -0.367
12 S 0.642 -1.648 0.030

Atom charges from the Löwdin analysis, given in e for atoms 1 to 5: -0.179, -1.243, -0.369, -0.244, 0.068